{
  "formula": "C22H32N2O6S",
  "method": "ωB97M-V with the def2-TZVPD basis set",
  "symbols": ["O", "O", "O", "O", "O", "O", "C", "C", "C", "C", "C", "C", "C", "C", "C", "C", "C", "N", "N", "C", "C", "C", "C", "C", "C", "C", "C", "C", "C", "C", "S", "H", "H", "H", "H", "H", "H", "H", "H", "H", "H", "H", "H", "H", "H", "H", "H", "H", "H", "H", "H", "H", "H", "H", "H", "H", "H", "H", "H", "H", "H", "H", "H"],
  "positions_angstrom": [[-3.889, -0.802, -0.873], [3.969, -0.873, -0.256], [-4.831, 3.640, -0.388], [-0.026, -4.818, -2.984], [-0.824, -5.286, -0.683], [3.440, -0.925, 1.973], [-3.369, -0.229, -1.822], [3.510, -1.445, 0.726], [-4.590, 2.436, -0.410], [1.001, -2.134, -0.939], [-0.172, -2.746, -1.286], [1.899, 1.547, -1.382], [1.177, 2.149, -2.427], [1.324, 1.442, -0.103], [-0.113, 2.652, -2.189], [0.029, 1.930, 0.132], [-0.690, 2.543, -0.909], [-5.559, 1.516, -0.325], [-3.011, 1.053, -1.782], [-3.109, -0.975, -3.108], [-6.983, 1.816, -0.186], [4.129, -0.207, 4.691], [2.445, 1.352, 3.665], [4.209, 0.269, 2.206], [2.915, -2.839, 0.538], [2.214, -3.041, -0.820], [3.891, 0.842, 3.596], [-2.101, 3.041, -0.661], [1.758, -4.515, -0.968], [-3.149, 1.917, -0.600], [0.056, -4.494, -1.553], [1.059, -1.064, -0.764], [-1.139, -2.275, -1.394], [2.897, 1.171, -1.560], [1.621, 2.234, -3.409], [1.872, 0.982, 0.702], [-0.660, 3.126, -2.992], [-0.413, 1.840, 1.114], [-5.273, 0.543, -0.370], [-2.576, 1.449, -2.600], [-3.376, -2.023, -2.972], [-3.718, -0.549, -3.903], [-2.055, -0.897, -3.368], [-7.202, 2.093, 0.846], [-7.251, 2.649, -0.839], [-7.578, 0.944, -0.459], [3.996, 0.242, 5.681], [3.428, -1.041, 4.596], [5.149, -0.600, 4.628], [2.239, 1.778, 4.652], [2.280, 2.132, 2.915], [1.736, 0.539, 3.484], [5.277, 0.033, 2.146], [4.002, 1.033, 1.448], [3.727, -3.562, 0.641], [2.201, -3.023, 1.347], [2.909, -2.800, -1.635], [4.562, 1.688, 3.776], [-2.374, 3.743, -1.451], [-2.116, 3.586, 0.285], [2.377, -5.058, -1.685], [1.772, -5.045, -0.014], [-2.921, 1.316, 0.281]],
  "nbo_charge": [-0.663, -0.612, -0.640, -0.927, -0.923, -0.512, 0.683, 0.810, 0.657, -0.119, -0.486, -0.221, -0.206, -0.219, -0.250, -0.247, 0.085, -0.615, -0.603, -0.715, -0.412, -0.609, -0.614, -0.073, -0.495, -0.262, -0.235, -0.449, -0.663, -0.125, 2.114, 0.240, 0.256, 0.233, 0.217, 0.209, 0.208, 0.213, 0.429, 0.404, 0.250, 0.235, 0.228, 0.200, 0.217, 0.207, 0.213, 0.213, 0.207, 0.216, 0.209, 0.210, 0.191, 0.198, 0.244, 0.232, 0.250, 0.210, 0.226, 0.240, 0.262, 0.252, 0.226],
  "homo_ev": -9.4,
  "de_lowest_ev": 0.0983,
  "charge": 0,
  "spin_multiplicity": 1,
  "smiles": "CC(C)COC(=O)C[C@@H]1C=CS(=O)(=O)C1.CNC(=O)[C@H](Cc1ccccc1)NC(C)=O",
  "total_energy_ha": -1816.6798
}


{
  "formula": "C22H32N2O9",
  "method": "ωB97M-V with the def2-TZVPD basis set",
  "symbols": ["C", "C", "O", "C", "C", "C", "C", "N", "C", "C", "C", "C", "O", "O", "C", "C", "C", "C", "N", "H", "H", "H", "H", "H", "H", "H", "H", "H", "H", "H", "H", "H", "H", "H", "H", "C", "C", "O", "C", "O", "O", "C", "H", "H", "H", "H", "H", "H", "H", "H", "C", "C", "O", "C", "O", "O", "C", "H", "H", "H", "H", "H", "H", "H", "H"],
  "positions_angstrom": [[-3.039, -3.772, 3.992], [-3.280, -3.228, 2.458], [-2.170, -3.599, 1.520], [-2.344, -2.746, 0.297], [-1.157, -1.620, 0.362], [-1.358, -0.367, -0.720], [-2.792, -0.047, -1.423], [-3.118, 1.070, -2.377], [-1.865, 1.872, -2.581], [-2.003, 3.211, -3.575], [-3.481, 3.614, -4.231], [-4.553, 3.931, -2.988], [-4.219, 4.898, -2.088], [-5.827, 3.162, -2.823], [-0.731, 4.200, -3.947], [0.768, 3.893, -3.311], [0.905, 2.574, -2.316], [-0.391, 1.593, -1.953], [-0.133, 0.454, -1.011], [-1.998, -4.273, 4.179], [-3.961, -4.455, 4.307], [-3.111, -2.820, 4.708], [-3.398, -2.042, 2.525], [-4.253, -3.729, 1.987], [-3.436, -2.328, 0.364], [-2.210, -3.383, -0.701], [-0.148, -2.163, 0.034], [-1.025, -1.121, 1.417], [-3.692, -0.783, -1.152], [-3.318, 4.606, -4.840], [-3.969, 2.743, -4.846], [-5.657, 2.364, -2.236], [-0.957, 5.135, -4.654], [1.713, 4.564, -3.542], [1.942, 2.322, -1.806], [5.127, -4.699, -2.256], [5.206, -5.281, -0.855], [4.132, -4.804, -0.036], [2.918, -5.363, -0.273], [2.673, -6.222, -1.105], [2.016, -4.779, 0.555], [0.673, -5.202, 0.332], [5.085, -3.606, -2.216], [5.992, -5.001, -2.850], [4.223, -5.031, -2.777], [6.135, -4.952, -0.380], [5.222, -6.377, -0.871], [0.586, -6.292, 0.376], [0.320, -4.824, -0.632], [0.047, -4.774, 1.121], [2.886, 4.981, 4.822], [3.144, 5.455, 3.402], [2.909, 4.404, 2.456], [1.606, 4.126, 2.199], [0.640, 4.685, 2.693], [1.562, 3.094, 1.320], [0.242, 2.627, 1.046], [3.472, 4.083, 5.040], [3.146, 5.760, 5.543], [1.835, 4.716, 4.971], [4.197, 5.739, 3.303], [2.546, 6.339, 3.153], [-0.407, 3.443, 0.715], [-0.171, 2.140, 1.934], [0.303, 1.888, 0.242]],
  "nbo_charge": [-0.658, -0.084, -0.576, -0.084, -0.473, 0.195, -0.019, -0.405, 0.117, 0.023, -0.537, 0.784, -0.548, -0.747, -0.222, -0.205, -0.222, 0.135, -0.423, 0.242, 0.223, 0.216, 0.178, 0.184, 0.188, 0.208, 0.253, 0.250, 0.223, 0.262, 0.258, 0.510, 0.246, 0.253, 0.259, -0.641, -0.070, -0.498, 0.984, -0.644, -0.498, -0.266, 0.212, 0.217, 0.227, 0.191, 0.193, 0.198, 0.180, 0.214, -0.640, -0.069, -0.501, 0.985, -0.643, -0.500, -0.267, 0.211, 0.216, 0.228, 0.189, 0.193, 0.198, 0.178, 0.219],
  "homo_ev": -8.6,
  "charge": 0,
  "spin_multiplicity": 1,
  "smiles": "CCOCCc1cnc2c(CC(=O)O)cccc2n1.CCOC(=O)OC.CCOC(=O)OC",
  "total_energy_ha": -1643.6403
}


{
  "formula": "C22H32N4O5",
  "method": "ωB97M-V with the def2-TZVPD basis set",
  "symbols": ["C", "C", "H", "H", "O", "C", "O", "C", "C", "N", "C", "O", "N", "H", "C", "C", "C", "C", "C", "C", "C", "H", "H", "H", "N", "O", "O", "H", "H", "H", "C", "N", "H", "C", "C", "H", "H", "H", "C", "H", "H", "H", "C", "H", "H", "C", "C", "H", "H", "H", "C", "H", "H", "H", "C", "H", "H", "H", "H", "H", "H", "H", "H"],
  "positions_angstrom": [[-1.561, -4.867, 0.287], [-2.425, -3.844, -0.437], [-3.475, -4.145, -0.442], [-2.071, -3.711, -1.465], [-2.407, -2.580, 0.223], [-1.378, -1.756, -0.075], [-0.512, -2.052, -0.872], [-1.463, -0.507, 0.664], [-0.558, 0.494, 0.532], [-0.682, 1.641, 1.252], [-1.532, 1.797, 2.333], [-1.465, 2.754, 3.069], [-2.400, 0.772, 2.512], [-3.059, 0.892, 3.265], [-2.656, -0.308, 1.578], [-3.888, -0.027, 0.735], [-3.900, 1.072, -0.111], [-5.018, 1.321, -0.893], [-6.132, 0.492, -0.849], [-6.113, -0.603, -0.006], [-5.000, -0.859, 0.780], [-4.989, -1.720, 1.430], [-6.967, -1.260, 0.039], [-6.983, 0.715, -1.474], [-5.013, 2.458, -1.782], [-3.986, 3.096, -1.872], [-6.034, 2.702, -2.388], [-3.054, 1.739, -0.174], [-2.830, -1.225, 2.156], [0.086, 2.299, 1.121], [0.628, 0.488, -0.400], [1.587, 1.501, 0.004], [1.915, 2.039, -0.786], [2.729, 1.075, 0.810], [2.212, 0.349, 2.062], [1.668, -0.557, 1.805], [1.554, 0.996, 2.636], [3.051, 0.071, 2.695], [3.421, 2.359, 1.287], [4.326, 2.121, 1.839], [2.752, 2.908, 1.946], [3.680, 3.010, 0.460], [3.714, 0.097, 0.110], [3.227, -0.882, 0.077], [4.562, -0.002, 0.791], [4.294, 0.335, -1.304], [4.950, 1.706, -1.477], [4.211, 2.501, -1.535], [5.631, 1.917, -0.657], [5.520, 1.723, -2.404], [3.253, 0.132, -2.411], [2.716, -0.804, -2.276], [3.750, 0.100, -3.378], [2.529, 0.941, -2.446], [5.381, -0.735, -1.493], [4.965, -1.732, -1.372], [5.815, -0.667, -2.488], [6.181, -0.606, -0.766], [0.248, 0.708, -1.402], [1.043, -0.522, -0.445], [-1.880, -4.967, 1.322], [-1.647, -5.831, -0.207], [-0.521, -4.552, 0.266]],
  "nbo_charge": [-0.633, -0.072, 0.186, 0.202, -0.528, 0.783, -0.634, -0.310, 0.401, -0.663, 0.788, -0.622, -0.623, 0.414, -0.073, 0.062, -0.234, 0.085, -0.208, -0.211, -0.191, 0.216, 0.222, 0.249, 0.517, -0.376, -0.376, 0.249, 0.221, 0.451, -0.309, -0.673, 0.377, 0.144, -0.625, 0.209, 0.217, 0.219, -0.612, 0.210, 0.216, 0.208, -0.415, 0.205, 0.210, -0.052, -0.607, 0.197, 0.210, 0.211, -0.605, 0.214, 0.211, 0.193, -0.596, 0.208, 0.206, 0.205, 0.239, 0.245, 0.208, 0.217, 0.223],
  "homo_ev": -8.8,
  "de_lowest_ev": 4.2935,
  "charge": 0,
  "spin_multiplicity": 1,
  "smiles": "CCOC(=O)C1=C(CNC(C)(C)CC(C)(C)C)NC(=O)N[C@H]1c1cccc([N+](=O)[O-])c1",
  "total_energy_ha": -1452.7185
}